C33H23Cl2N6OSY as an isolated structure at a distorted geometry. Source: the Open Molecules 2025 dataset; level of theory: wB97M-V/def2-TZVPD.

As for the gap between HOMO and LUMO: 6.93 eV. The value obtained for the HOMO energy is -12.95 eV. As for the LUMO energy: -6.03 eV. The net charge is +2. The total energy is -82497.463 eV. For the energy relative to the best compared isomer or geometry (same formula, charge and spin), the calculation gives 17.20 kcal per mole. Its spin multiplicity is 1.

Element x y z (Å)
Y -0.79 -0.10 0.43
Cl -2.83 4.27 5.77
C -2.37 2.97 4.73
C -2.97 1.72 4.88
C -2.61 0.67 4.08
C -1.63 0.80 3.07
O -1.31 -0.23 2.34
C -0.99 2.09 2.94
C 0.21 2.25 2.18
N 0.59 1.40 1.27
C 1.95 1.24 0.93
C 2.90 2.24 0.91
C 4.25 1.94 0.66
C 4.66 0.65 0.48
C 3.72 -0.41 0.49
C 4.07 -1.76 0.33
C 3.09 -2.72 0.32
C 1.76 -2.33 0.43
N 1.38 -1.07 0.61
C 2.34 -0.11 0.67
C -1.40 3.15 3.78
H -3.73 1.59 5.65
H -3.06 -0.30 4.22
H 0.87 3.06 2.50
H 2.60 3.26 1.06
H 4.97 2.75 0.65
H 5.70 0.42 0.31
H 5.12 -2.04 0.24
H 3.34 -3.77 0.24
H 0.96 -3.07 0.38
H -0.92 4.11 3.67
N 0.97 -1.66 -3.30
C 2.30 -1.20 -3.36
C 3.28 -2.00 -3.92
C 4.60 -1.54 -3.97
C 4.94 -0.33 -3.41
C 3.96 0.46 -2.82
C 2.64 0.04 -2.82
S 1.35 1.09 -2.18
N 0.12 -0.03 -1.81
C 0.05 -1.17 -2.44
C -1.15 -2.00 -2.17
C -1.75 -2.75 -3.17
C -2.89 -3.49 -2.88
C -3.35 -3.49 -1.58
C -2.70 -2.72 -0.63
N -1.64 -1.95 -0.91
H 0.80 -2.57 -3.71
H 3.03 -2.95 -4.36
H 5.35 -2.15 -4.45
H 5.96 0.02 -3.44
H 4.20 1.43 -2.40
H -1.37 -2.73 -4.18
H -3.38 -4.05 -3.66
H -4.22 -4.07 -1.29
H -3.04 -2.71 0.40
Cl -4.72 4.50 -0.35
C -4.43 2.92 0.25
C -5.34 2.31 1.10
C -5.06 1.03 1.55
C -3.89 0.42 1.14
N -2.98 1.00 0.33
C -3.26 2.24 -0.10
H -6.26 2.81 1.37
H -5.73 0.52 2.22
H -3.65 -0.59 1.48
H -2.55 2.71 -0.77